No. 1
An isolated molecule of CH4N2O2. Source: the Open Molecules 2025 dataset; level of theory: ωB97M-V with the def2-TZVPD basis set.

Atoms and positions in Å:
N  -1.398  -1.080  0.205
O  -0.972  -0.556  -1.056
N  0.202  0.319  -0.904
C  1.335  -0.107  -0.326
O  1.742  -1.234  -0.193
H  -0.672  -1.745  0.495
H  -1.416  -0.294  0.842
H  0.070  1.532  -0.824
H  1.918  0.836  0.082

Energy relative to the best compared isomer or geometry (same formula, charge and spin) in eV: 3.809
HOMO level in eV: -10.27
LUMO in eV: 0.444
Kohn-Sham gap in eV: 10.719
Spin multiplicity: 1
Structure (SMILES): NONC=O

No. 2
A cluster of 2 separate species, C13H31NO3P in total. Source: the Open Molecules 2025 dataset; level of theory: ωB97M-V with the def2-TZVPD basis set.

Atoms and positions in Å:
C  0.403  0.365  0.801
C  -0.256  1.073  -0.405
C  -0.830  0.035  -1.380
C  0.672  2.106  -1.040
C  1.920  1.567  -1.746
C  2.917  2.758  -1.874
C  1.675  0.941  -3.131
O  2.072  -0.415  -3.111
N  1.091  -1.334  -3.683
P  1.266  -1.271  -5.356
C  -0.395  -0.775  -6.071
C  1.391  -3.019  -5.985
H  0.349  -0.709  0.655
H  -0.175  0.570  1.701
H  1.420  0.697  0.994
H  -1.116  1.621  -0.013
H  -0.141  -0.789  -1.521
H  -1.077  0.469  -2.340
H  -1.759  -0.353  -0.956
H  0.119  2.758  -1.717
H  1.034  2.729  -0.217
H  2.423  0.815  -1.146
H  3.389  2.791  -2.850
H  3.665  2.746  -1.085
H  2.368  3.695  -1.765
H  2.277  1.434  -3.899
H  0.638  1.010  -3.454
H  -0.221  -0.252  -7.008
H  -0.909  -0.095  -5.398
H  -1.061  -1.616  -6.283
H  0.611  -3.295  -6.699
H  1.375  -3.750  -5.178
H  2.341  -3.118  -6.500
C  -2.169  0.985  4.369
O  -1.228  -0.059  4.199
C  -0.355  -0.216  5.304
C  -0.760  -1.385  6.175
O  -2.008  -1.160  6.816
C  -3.087  -1.823  6.182
H  -2.914  0.885  3.582
H  -2.667  0.926  5.340
H  -1.681  1.961  4.268
H  -0.310  0.703  5.896
H  0.645  -0.408  4.901
H  -0.010  -1.517  6.961
H  -0.793  -2.302  5.580
H  -3.042  -2.901  6.376
H  -3.090  -1.650  5.104
H  -4.009  -1.430  6.607

Total charge: -1
HOMO level in eV: -2.54
LUMO in eV: 2.426
Kohn-Sham gap in eV: 4.966
Spin multiplicity: 1

No. 3
A cluster of 5 separate species, C36H49F3NO20S in total. Source: the Open Molecules 2025 dataset; level of theory: ωB97M-V with the def2-TZVPD basis set.

Atoms and positions in Å:
C  3.936  0.859  0.709
C  4.065  -0.638  0.539
O  3.365  -1.305  1.586
C  2.629  -2.427  1.169
C  1.288  -1.915  0.669
O  0.531  -3.064  0.182
N  -0.518  -2.673  -0.571
C  -0.379  -2.456  -1.815
C  -1.651  -1.976  -2.446
C  -2.028  -2.607  -3.796
C  -1.300  -2.152  -5.068
C  0.230  -2.151  -5.006
C  0.822  -1.348  -6.171
C  2.337  -1.528  -6.237
O  2.988  -0.362  -6.757
C  3.507  0.473  -5.796
C  2.746  1.751  -5.603
O  4.493  0.184  -5.179
S  -1.410  -0.160  -2.309
O  -1.994  0.277  -1.075
O  -0.002  0.074  -2.504
C  -2.313  0.778  -3.676
F  -1.456  1.054  -4.642
F  -2.736  1.895  -3.129
F  -3.342  0.085  -4.154
C  -2.679  -2.439  -1.354
C  -4.094  -1.813  -1.373
C  -4.471  -1.040  -0.111
O  -4.399  -1.623  0.949
C  -4.929  0.369  -0.190
C  -4.987  1.097  0.998
C  -5.386  2.416  0.991
C  -5.740  3.036  -0.198
C  -5.715  2.310  -1.380
C  -5.310  0.988  -1.376
C  -1.911  -2.501  -0.015
O  -2.222  -3.574  0.785
H  2.907  1.190  0.561
H  4.240  1.119  1.722
H  4.596  1.389  0.024
H  3.652  -0.928  -0.436
H  5.118  -0.928  0.538
H  3.137  -2.978  0.381
H  2.466  -3.068  2.034
H  0.735  -1.425  1.472
H  1.443  -1.177  -0.122
H  0.585  -2.570  -2.290
H  -3.105  -2.518  -3.929
H  -1.819  -3.674  -3.674
H  -1.641  -1.180  -5.415
H  -1.586  -2.859  -5.849
H  0.592  -3.181  -5.081
H  0.608  -1.670  -4.107
H  0.638  -0.293  -5.957
H  0.343  -1.600  -7.116
H  2.740  -1.727  -5.240
H  2.594  -2.365  -6.882
H  3.341  2.441  -5.013
H  1.819  1.545  -5.061
H  2.472  2.200  -6.555
H  -2.812  -3.500  -1.583
H  -4.213  -1.199  -2.263
H  -4.810  -2.629  -1.464
H  -4.701  0.625  1.926
H  -5.439  2.975  1.914
H  -6.040  4.075  -0.212
H  -5.993  2.774  -2.316
H  -5.315  0.465  -2.323
H  -1.963  -1.594  0.578
H  -1.955  -4.402  0.366
C  6.121  2.766  5.682
C  5.347  3.348  4.519
O  5.723  2.473  3.444
C  6.114  1.290  3.972
O  6.321  0.308  3.333
O  6.229  1.381  5.312
H  5.608  2.866  6.629
H  7.124  3.185  5.767
H  4.268  3.288  4.664
H  5.621  4.372  4.285
C  5.438  -7.082  -0.285
C  5.401  -6.375  1.057
O  4.483  -5.301  0.800
C  3.695  -5.653  -0.233
O  2.729  -5.041  -0.577
O  4.140  -6.776  -0.821
H  5.568  -8.157  -0.210
H  6.195  -6.671  -0.954
H  4.989  -7.000  1.849
H  6.362  -5.979  1.372
C  3.102  3.204  9.383
C  3.513  4.283  10.368
O  4.646  4.869  9.715
C  4.548  4.633  8.393
O  5.242  5.123  7.561
O  3.554  3.751  8.136
H  2.031  3.027  9.348
H  3.620  2.260  9.558
H  2.747  5.049  10.493
H  3.800  3.898  11.342
C  -10.867  4.612  0.155
C  -9.836  5.133  -0.829
O  -8.675  5.271  -0.002
C  -8.805  4.441  1.062
O  -7.941  4.204  1.840
O  -10.050  3.922  1.107
H  -11.586  3.928  -0.287
H  -11.399  5.415  0.667
H  -9.618  4.415  -1.622
H  -10.097  6.090  -1.271

Total charge: +1
HOMO level in eV: -11.51
LUMO in eV: -4.010
Kohn-Sham gap in eV: 7.502
Spin multiplicity: 1

No. 4
A cluster of 2 separate species, C4H14N2 in total. Source: the Open Molecules 2025 dataset; level of theory: ωB97M-V with the def2-TZVPD basis set.

Atoms and positions in Å:
C  -1.980  -0.997  0.370
C  -1.418  -1.159  -1.057
N  -2.266  -0.546  -2.048
H  -1.803  0.030  0.822
H  -1.316  -1.585  0.972
H  -3.109  -1.243  0.432
H  -1.326  -2.171  -1.352
H  -0.407  -0.750  -1.016
H  -3.078  0.058  -1.841
H  -1.769  -0.655  -2.921
C  1.304  1.602  -0.166
N  1.328  0.350  0.638
C  2.572  0.301  1.526
H  1.714  1.436  -1.195
H  1.759  2.537  0.326
H  0.204  1.849  -0.301
H  0.563  0.222  1.390
H  2.681  1.063  2.291
H  2.903  -0.673  2.114
H  3.443  0.333  1.017

Energy relative to the best compared isomer or geometry (same formula, charge and spin) in eV: 2.129
HOMO level in eV: -8.33
LUMO in eV: 1.025
Kohn-Sham gap in eV: 9.353
Spin multiplicity: 1
Structure (SMILES): CCN.CNC

No. 5
A structure of composition C17H29AsN3NiOS3Si2. Source: the Open Molecules 2025 dataset; level of theory: ωB97M-V with the def2-TZVPD basis set.

Atoms and positions in Å:
Ni  1.002  0.381  -1.347
N  -2.263  -0.509  1.347
C  -1.251  -0.325  0.448
O  -0.856  0.800  0.179
C  -0.666  -1.569  -0.169
C  0.081  -1.262  -1.456
H  -2.541  0.284  1.902
H  -2.464  -1.430  1.693
H  -1.464  -2.315  -0.288
H  0.027  -1.968  0.579
H  -0.630  -1.014  -2.259
H  0.661  -2.130  -1.775
S  -3.137  5.980  -1.273
C  -2.243  4.655  -1.747
S  -0.532  4.691  -2.017
C  -0.514  2.974  -2.365
N  -1.687  2.440  -2.304
N  -2.643  3.383  -1.962
C  -3.953  2.865  -1.749
C  -5.076  3.519  -2.232
C  -6.328  2.963  -2.013
C  -6.458  1.764  -1.326
C  -5.324  1.115  -0.857
C  -4.069  1.662  -1.065
S  0.959  2.166  -2.779
H  -4.966  4.453  -2.761
H  -7.207  3.473  -2.387
H  -7.439  1.336  -1.162
H  -5.411  0.176  -0.324
H  -3.170  1.175  -0.715
C  1.879  1.931  1.993
Si  2.535  0.172  1.973
C  1.351  -0.892  2.996
C  4.166  0.165  2.923
As  2.886  -0.404  -0.252
Si  3.233  -2.696  -0.170
C  4.703  -3.074  0.953
C  3.687  -3.232  -1.917
C  1.875  -3.881  0.406
H  1.763  2.294  3.019
H  0.910  1.987  1.492
H  2.563  2.602  1.469
H  1.321  -0.516  4.024
H  1.671  -1.935  3.032
H  0.334  -0.859  2.601
H  4.019  0.531  3.944
H  4.891  0.813  2.427
H  4.600  -0.835  2.980
H  5.542  -2.407  0.748
H  5.035  -4.106  0.808
H  4.430  -2.956  2.004
H  4.570  -2.692  -2.263
H  2.874  -3.013  -2.613
H  3.897  -4.305  -1.962
H  1.518  -3.643  1.409
H  2.289  -4.894  0.431
H  1.017  -3.888  -0.269

Total charge: -1
Energy relative to the best compared isomer or geometry (same formula, charge and spin) in eV: 0.255
HOMO level (spin up / spin down) in eV: -4.07 / -4.51
LUMO (spin up / spin down) in eV: 2.616 / 2.620
Kohn-Sham gap (spin up / spin down) in eV: 6.686 / 7.132
Spin multiplicity: 1

No. 6
A structure of composition C42H119NO18. Source: the Open Molecules 2025 dataset; level of theory: ωB97M-V with the def2-TZVPD basis set.

Atoms and positions in Å:
C  2.112  -2.259  -0.414
C  1.350  -1.058  0.173
C  1.143  0.014  -0.944
C  0.031  1.096  -0.698
C  -1.262  0.284  -0.359
C  -1.139  -0.623  0.884
N  0.053  -1.523  0.770
O  0.023  -2.505  1.713
C  -1.237  0.182  2.196
C  -2.370  -1.479  0.705
C  2.215  -0.405  1.348
H  3.068  -1.979  -0.857
H  1.544  -2.844  -1.138
H  2.273  -2.993  0.375
H  2.036  0.620  -1.100
H  0.868  -0.534  -1.845
H  -0.139  1.790  -1.521
H  0.148  1.782  0.142
H  -1.671  -0.204  -1.244
H  -2.126  0.931  -0.206
H  -1.060  -0.495  3.032
H  -0.474  0.947  2.343
H  -2.196  0.685  2.320
H  -2.671  -2.160  1.502
H  -3.320  -0.970  0.546
H  -2.303  -2.212  -0.099
H  1.458  0.171  1.881
H  3.000  0.273  1.013
H  2.589  -1.107  2.093
H  0.212  -2.032  2.527
O  -0.944  -3.417  -0.927
H  -0.413  -3.319  -1.717
H  -0.488  -2.898  -0.265
O  0.979  -1.358  3.402
H  1.909  -1.172  3.526
H  0.530  -0.613  3.803
O  0.988  -1.370  -3.223
H  0.158  -1.355  -3.698
H  1.289  -0.461  -3.237
O  0.219  -3.121  -2.458
H  0.173  -3.575  -3.300
H  0.587  -2.262  -2.669
O  1.490  -4.289  -1.333
H  1.033  -4.141  -0.505
H  0.920  -3.897  -1.995
O  2.914  -0.466  3.499
H  3.414  0.267  3.141
H  3.538  -1.192  3.528
C  -3.028  0.060  -1.605
C  -4.267  0.473  -2.409
C  -4.972  -0.584  -3.201
O  -5.057  1.210  -1.502
H  -2.490  0.927  -1.222
H  -2.225  -0.382  -2.194
H  -3.287  -0.676  -0.844
H  -3.935  1.093  -3.242
H  -4.285  -1.227  -3.750
H  -5.636  -0.036  -3.869
H  -5.587  -1.269  -2.617
H  -5.239  0.639  -0.752
C  -3.911  0.041  2.759
C  -3.814  -1.437  2.706
C  -2.740  -1.907  3.684
O  -5.030  -2.020  3.140
H  -4.037  0.369  3.791
H  -4.786  0.366  2.196
H  -3.020  0.435  2.270
H  -3.559  -1.891  1.748
H  -2.835  -1.517  4.697
H  -1.718  -1.683  3.379
H  -2.743  -2.988  3.824
H  -4.895  -2.971  3.117
C  -1.641  2.910  1.388
C  -2.838  3.002  0.418
C  -3.833  1.786  0.548
O  -3.563  4.171  0.765
H  -1.042  2.094  0.984
H  -2.060  2.586  2.340
H  -1.014  3.799  1.462
H  -2.449  3.223  -0.575
H  -3.354  0.813  0.662
H  -4.466  1.720  -0.337
H  -4.405  1.902  1.468
H  -2.905  4.782  1.105
C  -0.918  2.950  -4.961
C  -0.615  1.631  -4.195
C  -1.374  1.459  -2.843
O  -1.004  0.638  -5.097
H  -1.933  3.330  -4.849
H  -0.832  2.900  -6.047
H  -0.151  3.696  -4.750
H  0.456  1.451  -4.099
H  -1.344  2.360  -2.231
H  -0.982  0.559  -2.370
H  -2.462  1.427  -2.916
H  -1.941  0.710  -5.291
C  0.139  3.017  2.817
C  1.543  2.648  3.439
C  2.452  3.827  3.570
O  1.265  2.055  4.680
H  0.391  3.208  1.774
H  -0.379  3.872  3.253
H  -0.566  2.191  2.917
H  2.026  1.869  2.847
H  3.066  3.833  4.471
H  1.836  4.722  3.658
H  3.099  3.770  2.695
H  0.727  2.624  5.236
C  2.026  2.398  0.895
C  3.475  2.067  0.458
C  4.046  2.968  -0.677
O  4.310  2.236  1.621
H  1.598  1.519  1.377
H  1.344  2.562  0.061
H  1.848  3.246  1.556
H  3.458  0.992  0.274
H  3.970  4.007  -0.354
H  3.454  2.974  -1.593
H  5.087  2.771  -0.930
H  4.754  3.087  1.621
C  -3.811  -2.408  -0.800
C  -5.089  -3.147  -0.396
C  -4.982  -3.780  0.984
O  -6.090  -2.162  -0.560
H  -3.600  -1.646  -0.049
H  -3.838  -1.967  -1.796
H  -3.079  -3.214  -0.742
H  -5.358  -3.944  -1.089
H  -5.848  -4.228  1.471
H  -4.555  -3.143  1.759
H  -4.272  -4.607  0.976
H  -6.907  -2.657  -0.658
C  1.965  3.989  -1.833
C  0.569  3.667  -2.361
C  -0.578  3.946  -1.387
O  0.391  4.524  -3.474
H  2.155  3.813  -0.774
H  2.154  5.061  -1.872
H  2.725  3.396  -2.342
H  0.556  2.604  -2.603
H  -0.727  3.075  -0.749
H  -1.538  4.179  -1.848
H  -0.476  4.877  -0.830
H  1.084  4.279  -4.093
C  2.073  -5.594  0.690
C  1.004  -4.716  1.408
C  1.629  -3.865  2.575
O  0.426  -3.986  0.411
H  2.594  -6.173  1.452
H  2.770  -4.863  0.281
H  1.661  -6.298  -0.033
H  0.247  -5.340  1.883
H  0.982  -3.014  2.787
H  2.620  -3.500  2.305
H  1.687  -4.536  3.431
H  0.157  -3.180  0.857
C  4.399  -2.708  1.131
C  4.537  -1.270  0.703
C  5.223  -0.160  1.541
O  5.372  -1.145  -0.468
H  3.976  -2.803  2.132
H  5.387  -3.164  1.187
H  3.854  -3.220  0.338
H  3.571  -0.817  0.480
H  5.001  0.779  1.033
H  6.286  -0.385  1.629
H  4.818  -0.118  2.552
H  6.304  -1.240  -0.260
C  3.198  -0.517  -1.956
C  2.701  0.828  -2.525
C  3.693  1.726  -3.121
O  1.714  0.505  -3.454
H  3.703  -0.350  -1.005
H  3.831  -1.019  -2.688
H  2.321  -1.139  -1.777
H  2.218  1.364  -1.707
H  3.182  2.491  -3.706
H  4.482  1.214  -3.672
H  4.220  2.312  -2.368
H  1.658  1.249  -4.058

HOMO level in eV: -6.84
LUMO in eV: 0.017
Kohn-Sham gap in eV: 6.859
Spin multiplicity: 1

No. 7
A structure of composition C29H20MgN5O4S2. Source: the Open Molecules 2025 dataset; level of theory: ωB97M-V with the def2-TZVPD basis set.

Atoms and positions in Å:
Mg  -0.475  -1.069  0.108
C  -0.836  -1.000  -7.991
C  -1.069  -1.299  -6.534
C  -0.227  -0.782  -5.553
C  -0.434  -1.066  -4.214
C  -1.497  -1.879  -3.846
C  -2.346  -2.406  -4.806
C  -2.128  -2.112  -6.144
S  -1.777  -2.214  -2.125
O  -0.480  -2.632  -1.584
O  -2.883  -3.132  -2.060
N  -1.985  -0.834  -1.407
C  -3.171  -0.210  -1.104
C  -4.361  -0.256  -1.790
C  -5.472  0.492  -1.348
C  -5.414  1.286  -0.238
C  -4.211  1.350  0.507
C  -4.050  2.111  1.686
C  -2.860  2.087  2.356
C  -1.812  1.292  1.856
N  -1.925  0.580  0.763
C  -3.099  0.602  0.079
H  -0.066  -0.240  -8.118
H  -1.751  -0.643  -8.467
H  -0.515  -1.896  -8.527
H  0.602  -0.148  -5.843
H  0.222  -0.667  -3.451
H  -3.163  -3.041  -4.491
H  -2.791  -2.523  -6.897
H  -4.446  -0.882  -2.669
H  -6.395  0.430  -1.912
H  -6.274  1.855  0.092
H  -4.884  2.699  2.051
H  -2.713  2.652  3.266
H  -0.858  1.235  2.368
C  5.324  3.568  5.218
C  6.804  3.376  5.016
O  7.636  4.018  5.605
S  7.385  2.140  3.861
C  5.916  1.564  3.046
C  5.236  0.454  3.538
C  4.087  0.008  2.907
C  3.594  0.660  1.769
C  4.299  1.764  1.278
C  5.450  2.208  1.904
C  2.401  0.197  1.133
C  1.387  -0.212  0.592
H  5.171  3.977  6.215
H  4.755  2.652  5.084
H  4.968  4.297  4.487
H  5.606  -0.052  4.420
H  3.552  -0.852  3.285
H  3.930  2.266  0.393
H  5.993  3.059  1.514
O  -1.323  -2.189  1.563
N  -0.479  -2.812  2.308
C  -0.959  -3.276  3.432
C  -2.320  -3.086  3.848
N  -3.401  -2.943  4.217
C  -0.078  -3.983  4.310
N  0.607  -4.545  5.045

Total charge: -1
Energy relative to the best compared isomer or geometry (same formula, charge and spin) in eV: 0.037
HOMO level in eV: -5.86
LUMO in eV: 2.184
Kohn-Sham gap in eV: 8.047
Spin multiplicity: 1